Record 1
Formula: C21H27N2O5S2
Source: the OMol25 dataset
Level of theory: ωB97M-V/def2-TZVPD

CARTESIAN COORDINATES (ANGSTROEM)
C  3.44222  -4.49600  5.25430
H  3.62232  -3.70921  5.98174
H  4.32296  -4.59419  4.62541
C  2.20673  -4.18433  4.41555
C  2.39912  -2.87190  3.66053
N  1.26219  -2.55369  2.76050
H  0.97067  -3.42130  2.29493
C  1.64351  -1.59306  1.69053
C  0.44857  -1.28588  0.84835
C  -0.83242  -1.50511  1.24088
C  -1.77815  -1.13534  0.23768
C  -1.14901  -0.62702  -0.88195
N  -1.73017  -0.15945  -2.02471
C  -0.95283  0.44414  -2.96920
O  0.26148  0.36852  -2.89711
C  -1.67938  1.07211  -4.13584
C  -0.99691  2.38268  -4.47995
H  0.05251  2.23139  -4.71855
H  -1.50133  2.92509  -5.27252
S  -1.06468  3.43075  -2.96504
O  -1.22378  2.51384  -1.85310
O  -2.08893  4.41968  -3.13695
C  0.54101  4.21060  -2.85329
C  0.65810  5.56803  -3.07625
C  1.91332  6.15120  -3.00777
C  3.02231  5.36987  -2.72239
C  2.88718  4.00713  -2.50128
C  1.63582  3.41706  -2.56699
H  1.49809  2.35966  -2.39862
H  3.75540  3.40532  -2.28067
H  3.99936  5.82589  -2.67122
H  2.02498  7.21075  -3.17731
H  -0.23004  6.14081  -3.29095
H  -2.72349  1.25132  -3.87951
H  -1.62996  0.38414  -4.98486
H  -2.73734  -0.05364  -2.00649
S  0.56780  -0.60207  -0.75653
C  -3.22260  -1.27167  0.44201
O  -3.72025  -1.72390  1.44550
O  -3.95022  -0.84300  -0.60664
C  -5.36471  -0.92575  -0.45156
H  -5.79393  -0.61945  -1.40151
H  -5.65760  -1.94799  -0.20755
H  -5.69483  -0.26250  0.34923
C  -1.15747  -2.09334  2.57843
C  0.06753  -2.03828  3.48289
H  -0.09607  -2.63669  4.37880
H  0.27736  -1.00854  3.77702
H  -1.98393  -1.54599  3.03214
H  -1.50802  -3.12164  2.45267
H  2.43793  -2.02533  1.07660
H  2.03789  -0.69024  2.16940
H  2.52350  -2.04273  4.35998
H  3.30430  -2.94508  3.05314
H  1.33941  -4.13048  5.07449
H  2.04290  -4.99609  3.70296
H  3.30158  -5.42909  5.79070

Computed properties:
maximum force: 1.1 eV/Å
LUMO: -2.3548 eV
gap between HOMO and LUMO: 8.70 eV
energy relative to the best compared isomer or geometry (same formula, charge and spin): 0.93 kJ/mol
HOMO: -11.052 eV
net charge: +1

=====

Record 2
Formula: C3H7NO2
Source: the OMol25 dataset
Level of theory: ωB97M-V/def2-TZVPD

CARTESIAN COORDINATES (ANGSTROEM)
C  -1.08173  -2.01994  -0.54660
C  -1.55010  -0.92631  0.01471
C  1.52055  0.71962  0.86169
N  -2.15108  -0.20821  0.81525
O  -3.46513  0.49174  -0.91843
O  -3.10374  0.68512  0.55543
H  -1.58181  -2.84674  -0.89342
H  -0.09919  -1.89862  -0.94958
H  2.40620  1.10133  0.47775
H  1.02109  1.48171  1.56437
H  0.94546  0.29002  0.12650
H  1.74582  -0.03934  1.68362
H  -4.24835  1.05960  -0.94036

Computed properties:
maximum force: 5.4 eV/Å
LUMO: 0.4913 eV
gap between HOMO and LUMO: 10.03 eV
energy relative to the best compared isomer or geometry (same formula, charge and spin): 735.95 kJ/mol
HOMO: -9.535 eV

=====

The highest LUMO belongs to which entry? C3H7NO2

=====

What is the formula in the second record? C3H7NO2

=====

maximum force of number 2 (C3H7NO2)? 5.4 eV/Å

=====

Number 1 is which compound? C21H27N2O5S2